Record 1
{
  "formula": "C17H35NO4P",
  "method": "the ωB97M-V functional and the def2-TZVPD basis",
  "species": ["P", "O", "O", "O", "O", "N", "C", "C", "C", "C", "C", "C", "C", "C", "C", "C", "C", "C", "C", "C", "C", "C", "C", "H", "H", "H", "H", "H", "H", "H", "H", "H", "H", "H", "H", "H", "H", "H", "H", "H", "H", "H", "H", "H", "H", "H", "H", "H", "H", "H", "H", "H", "H", "H", "H", "H", "H", "H"],
  "xyz": [[-3.399, 2.241, 0.855], [-1.306, 0.541, 3.173], [-3.060, 3.746, 1.611], [-4.563, 1.511, 1.920], [-2.703, -0.981, 2.185], [-1.746, 0.260, -0.399], [3.822, -2.649, 0.992], [-2.381, -2.903, -0.327], [-0.561, 2.047, 1.069], [-3.751, -3.417, 0.379], [2.541, 3.032, -0.330], [-1.965, 0.172, 2.133], [3.620, 0.787, -1.193], [3.189, -1.650, -0.122], [-3.734, 0.448, -2.082], [-3.034, -0.341, -0.847], [-0.155, 2.948, -0.192], [4.904, -3.669, 0.366], [-1.869, 1.118, 0.807], [2.615, 1.451, -0.092], [1.201, 3.737, 0.188], [-2.653, -1.803, -1.453], [4.248, -0.593, -0.685], [-1.608, -2.552, 0.451], [-3.816, -0.471, -0.035], [-1.378, 0.764, -1.217], [1.194, 3.993, 1.299], [3.077, 1.183, 0.924], [2.847, -2.332, -0.987], [-4.813, 0.624, 1.586], [4.746, -1.087, -1.600], [-3.555, 1.579, -2.045], [-4.371, -4.085, -0.311], [-3.233, 0.068, -3.041], [0.147, 2.211, -1.032], [4.861, -4.643, 0.972], [2.984, -3.289, 1.438], [3.405, 3.490, 0.286], [4.755, -3.849, -0.759], [4.303, -2.065, 1.862], [-4.848, 0.182, -2.139], [-0.726, 2.761, 1.957], [-3.735, 4.408, 1.352], [-1.921, -3.850, -0.798], [-1.790, -1.730, -2.216], [-4.342, -2.494, 0.697], [0.318, 1.379, 1.400], [2.266, -1.198, 0.365], [-3.576, -2.151, -2.049], [2.987, 0.556, -2.131], [4.379, 1.583, -1.488], [2.800, 3.249, -1.423], [1.135, 4.751, -0.364], [-0.990, 3.615, -0.580], [5.948, -3.211, 0.530], [-3.436, -3.984, 1.322], [1.630, 0.898, -0.212], [5.097, -0.337, 0.034]],
  "nbo_charge": [1.2271, -0.7386, -0.9894, -0.9944, -0.8354, -0.6443, -0.3941, -0.4045, -0.4127, -0.6213, -0.4064, 0.7508, -0.3923, -0.4137, -0.6529, -0.0546, -0.4258, -0.6324, -0.2887, -0.4236, -0.4033, -0.3964, -0.4146, 0.2516, 0.2246, 0.3573, 0.2111, 0.2033, 0.1989, 0.5016, 0.1979, 0.2225, 0.1792, 0.1868, 0.1792, 0.2088, 0.2088, 0.2010, 0.2057, 0.1994, 0.2081, 0.2461, 0.4932, 0.1730, 0.1970, 0.2223, 0.2385, 0.2314, 0.1806, 0.1914, 0.1965, 0.1973, 0.1957, 0.2146, 0.2004, 0.2177, 0.2235, 0.1966],
  "charge": -1,
  "smiles": "CCCCCCCCCC[C@@](N[C@@H](C)CCC)(C(=O)[O-])P(O)O",
  "e_homo_ev": -4.28,
  "homo_lumo_gap_ev": 7.2,
  "lumo_energy_ev": 2.90
}

Record 2
{
  "formula": "C3H8N2P",
  "method": "the ωB97M-V functional and the def2-TZVPD basis",
  "species": ["P", "N", "N", "C", "C", "C", "H", "H", "H", "H", "H", "H", "H", "H"],
  "xyz": [[-1.294, -3.066, -1.753], [0.010, 0.523, -0.782], [-0.180, -0.152, 1.278], [0.598, 1.701, 0.093], [0.271, 1.245, 1.539], [-0.389, -0.477, 0.028], [-0.438, 1.908, 1.990], [-0.031, 0.539, -1.823], [-0.237, -2.628, -2.330], [1.263, 1.150, 2.099], [1.690, 1.648, -0.280], [-0.532, -0.570, 2.061], [-0.747, -4.449, -1.755], [0.015, 2.628, -0.364]],
  "nbo_charge": [0.4629, -0.6351, -0.5987, -0.2373, -0.2599, 0.5233, 0.2389, 0.4466, -0.0936, 0.2428, 0.2422, 0.4255, -0.0063, 0.2488],
  "charge": 1,
  "e_homo_ev": [-14.04, -13.25],
  "e_above_lowest_ev": 3.449,
  "homo_lumo_gap_ev": [8.1, 6.0],
  "lumo_energy_ev": [-5.98, -7.21]
}

Record 3
{
  "formula": "C5H12S2",
  "method": "the ωB97M-V functional and the def2-TZVPD basis",
  "species": ["S", "S", "C", "C", "C", "C", "C", "H", "H", "H", "H", "H", "H", "H", "H", "H", "H", "H", "H"],
  "xyz": [[0.123, 1.485, 0.986], [2.072, 0.556, 0.941], [-0.744, 0.106, 0.117], [-2.335, 0.426, 0.121], [2.003, -0.036, -0.792], [-2.872, -0.252, 1.494], [3.317, -0.373, -1.312], [-2.881, -1.398, 1.453], [3.758, -1.036, -0.603], [1.558, 0.662, -1.441], [1.264, -0.824, -0.690], [-0.425, 0.108, -0.933], [3.308, -0.940, -2.260], [-3.956, 0.102, 1.620], [-0.495, -0.774, 0.678], [-2.908, 0.085, -0.765], [-2.411, 1.491, 0.266], [-2.283, 0.060, 2.427], [3.907, 0.552, -1.306]],
  "nbo_charge": [0.0712, 0.0650, -0.5231, -0.4029, -0.5049, -0.6277, -0.6245, 0.2064, 0.2067, 0.2055, 0.2086, 0.2117, 0.2232, 0.2092, 0.2153, 0.2167, 0.2041, 0.2210, 0.2186],
  "smiles": "CCCSSCC",
  "e_homo_ev": -8.32,
  "e_above_lowest_ev": 1.082,
  "homo_lumo_gap_ev": 8.9,
  "lumo_energy_ev": 0.59
}

Record 4
{
  "formula": "C3H7O2S",
  "method": "the ωB97M-V functional and the def2-TZVPD basis",
  "species": ["S", "O", "O", "C", "C", "C", "H", "H", "H", "H", "H", "H", "H"],
  "xyz": [[-0.706, -0.903, 0.527], [2.170, -0.966, -1.859], [0.999, -2.673, -1.017], [1.482, -1.973, -1.988], [-0.172, 0.801, 0.934], [-1.356, 1.770, 1.159], [1.345, -2.465, -2.985], [-1.238, 2.625, 0.475], [0.382, -1.452, -0.285], [-2.302, 1.245, 0.893], [0.452, 1.334, 0.207], [0.546, 0.662, 1.743], [-1.602, 1.996, 2.194]],
  "nbo_charge": [-0.2532, -0.7300, -0.7921, 0.6251, -0.5318, -0.6305, 0.0265, 0.2006, 0.2707, 0.2136, 0.2063, 0.1978, 0.1970],
  "charge": -1,
  "e_homo_ev": -4.28,
  "e_above_lowest_ev": 1.042,
  "homo_lumo_gap_ev": 8.1,
  "lumo_energy_ev": 3.82
}

Record 5
{
  "formula": "C4H7NS",
  "method": "the ωB97M-V functional and the def2-TZVPD basis",
  "species": ["S", "N", "C", "C", "C", "C", "H", "H", "H", "H", "H", "H", "H"],
  "xyz": [[-0.498, 1.186, 2.399], [0.308, 0.756, -1.135], [-0.693, 0.147, -0.117], [-0.977, -1.412, -0.022], [1.350, 0.800, 0.085], [0.189, 0.604, 0.934], [-1.481, -1.661, 0.968], [0.625, 0.177, -2.218], [0.112, -1.795, -0.164], [-1.514, -1.613, -1.032], [-1.466, 0.960, -0.203], [1.762, 1.746, 0.301], [2.281, 0.105, 0.205]],
  "nbo_charge": [-0.0356, -0.6333, -0.1712, -0.6286, -0.3398, 0.0283, 0.2536, 0.3703, 0.2150, 0.2305, 0.2427, 0.2303, 0.2379],
  "smiles": "C[C@@H]1NCC1=S",
  "e_homo_ev": -8.64,
  "e_above_lowest_ev": 4.405,
  "homo_lumo_gap_ev": 8.2,
  "lumo_energy_ev": -0.49
}

Ordered max |F| results: 0.1040, 0.0780, 0.0728, 0.0445, 0.1025; unit hartree/bohr.